Below is a single C4H6N2 molecule at a distorted geometry, with properties calculated with ωB97M-V/def2-TZVPD.

Summary:
SMILES ... [H]/N=C1\[C@H]2CN[C@@H]12
E_tot ... -265.39074 hartree
HOMO level ... -8.94 eV
Relative energy (zero: lowest compared OMol25 entry of this formula, charge and spin) ... 3.941 eV
Kohn-Sham gap ... 9.90 eV

The geometry in XYZ format:
```
12
Properties=species:S:1:pos:R:3:forces:R:3:nbo_charge:R:1
H -1.4820 1.5384 0.1987 0.2 0.4 0.0 0.214
C -0.8093 -0.2290 -0.8939 0.3 -0.8 1.2 0.274
N 0.7457 1.2367 0.2727 0.4 0.5 -0.2 -0.586
H -0.9295 -1.7892 -1.4063 -0.3 -1.1 -1.4 0.349
N -1.0391 -0.9161 -1.9233 0.0 0.3 0.7 -0.547
H -0.9852 -0.7761 1.4380 -0.2 -0.6 -0.6 0.233
H 1.7190 -0.7090 -0.0293 -0.2 0.1 0.1 0.181
C -0.4273 -0.5138 0.5434 -0.1 0.5 0.2 -0.364
C 1.0578 -0.1610 0.6610 0.3 0.1 0.1 -0.213
H 1.2911 1.6316 -0.4826 0.0 0.0 -0.1 0.358
C -0.6298 0.9150 -0.0455 -0.2 0.6 0.1 -0.093
H 1.4885 -0.2276 1.6671 -0.2 0.1 -0.2 0.194
```
Positions in Å, forces in eV/Å.